The following is a quantum chemistry calculation of C43H55BrCl3GeNO2RuS3Te as an isolated structure, from OMol25.

The geometry in ORCA input format:
```
! RIJCOSX wB97M-V def2-TZVPD def2/J DEFGRID3
* xyz 1 2
Ru 2.1098 -1.6035 -0.6673
C 2.1552 -2.1630 2.8671
C 3.6816 -2.2267 3.0239
S 4.6839 -1.9319 1.5418
C 5.4635 -3.5477 1.2719
C 5.2744 -4.1297 -0.1344
S 3.6613 -4.0150 -0.9379
C 2.6305 -5.0976 0.0789
C 2.2287 -4.5707 1.4462
S 1.4061 -2.9503 1.4153
H 1.6967 -2.6031 3.7549
H 1.8070 -1.1344 2.7957
H 3.9550 -1.4592 3.7493
H 3.9881 -3.1743 3.4655
H 6.5350 -3.4278 1.4317
H 5.1123 -4.2457 2.0301
H 5.9343 -3.6292 -0.8392
H 5.5547 -5.1849 -0.1240
H 1.7508 -5.3208 -0.5264
H 3.1636 -6.0419 0.2060
H 1.5459 -5.2771 1.9198
H 3.1005 -4.4768 2.0843
C -2.9366 -2.9985 -6.0330
C -2.7521 -1.5007 -5.7908
C -2.2730 -0.8504 -7.0959
C -4.1080 -0.9042 -5.3883
C -1.7310 -1.2256 -4.6909
C -1.0395 -2.2284 -4.0335
C -0.1304 -1.8619 -3.0616
Br 0.7683 -3.2595 -2.1236
C 0.1777 -0.5625 -2.6804
O 1.0887 -0.2923 -1.7340
C -0.5440 0.4675 -3.3268
C -1.4555 0.0856 -4.3041
C -0.3962 1.9781 -3.0673
C -1.7934 2.6148 -2.9374
C 0.3581 2.3326 -1.7824
C 0.3424 2.6025 -4.2592
H -3.6802 -3.1515 -6.8159
H -3.2901 -3.5125 -5.1363
H -2.0097 -3.4717 -6.3631
H -2.9952 -1.0324 -7.8939
H -1.3103 -1.2619 -7.4038
H -2.1584 0.2292 -6.9883
H -4.8503 -1.1047 -6.1630
H -4.0519 0.1766 -5.2527
H -4.4624 -1.3441 -4.4535
H -1.1920 -3.2745 -4.2572
H -1.9909 0.8746 -4.8142
H -2.4047 2.0728 -2.2102
H -2.3356 2.6467 -3.8820
H -1.6891 3.6469 -2.5971
H -0.1461 1.8740 -0.9299
H 0.3399 3.4172 -1.6498
H 1.3901 1.9971 -1.7914
H -0.2030 2.4349 -5.1894
H 1.3397 2.1747 -4.3677
H 0.4432 3.6806 -4.1138
C -2.8666 0.9568 7.6026
C -2.2405 1.1074 6.2459
C -2.1418 0.0320 5.3750
C -1.5826 0.1555 4.1082
C -1.5209 -1.0714 3.2397
C -1.1093 1.4121 3.7164
Te -0.5093 1.8180 1.7359
N 0.7518 0.3836 1.2426
C 1.9895 0.7754 1.0083
O 2.8098 0.0476 0.3607
C 2.5872 2.0386 1.5350
C 2.3992 2.4040 2.8664
C 2.9769 3.5668 3.3558
C 3.7287 4.3716 2.5116
C 3.9237 4.0023 1.1864
C 3.3703 2.8288 0.6999
C -2.1710 0.9636 0.7733
C -2.0032 -0.1600 -0.0211
C -3.0902 -0.6718 -0.7136
C -4.3248 -0.0504 -0.6067
C -4.4754 1.0788 0.1849
C -3.4022 1.6151 0.8900
C -3.5946 2.8361 1.7475
C -1.1769 2.5208 4.5781
C -0.6966 3.9084 4.2274
C -1.7435 2.3380 5.8320
H -3.0715 -0.0870 7.8328
H -3.8089 1.5051 7.6515
H -2.2156 1.3592 8.3790
H -2.5079 -0.9401 5.6870
H -1.1202 -1.9089 3.8129
H -0.8951 -0.9409 2.3612
H -2.5195 -1.3559 2.9014
H 1.8372 1.7573 3.5347
H 2.8491 3.8377 4.3957
H 4.1745 5.2820 2.8896
H 4.5192 4.6259 0.5330
H 3.5356 2.5194 -0.3242
H -1.0245 -0.6169 -0.1068
H -2.9651 -1.5416 -1.3447
H -5.1763 -0.4402 -1.1492
H -5.4416 1.5634 0.2531
H -4.5540 3.3053 1.5380
H -2.8232 3.5907 1.5644
H -3.5723 2.5811 2.8097
H 0.0885 3.9268 3.4725
H -0.2963 4.3933 5.1167
H -1.5224 4.5263 3.8673
H -1.7951 3.1852 6.5073
Cl 3.7151 1.2461 -2.8717
Ge 3.6937 -0.8305 -2.3083
Cl 3.4696 -1.8824 -4.1862
Cl 5.7822 -1.1256 -1.7697
*
```

HOMO-LUMO gap (alpha / beta), eV: 7.29 / 7.04
Strongest force on any atom, eV/A: 0.939
Energy, eV: -257574.44059
Highest occupied orbital energy (alpha / beta), Ha: -0.3690 / -0.3741
⟨S²⟩: 0.759
Relative energy (zero: lowest compared OMol25 entry of this formula, charge and spin), kJ/mol: 0.00

***

The following is a quantum chemistry calculation of a 2-piece molecular cluster, C43H55N4O overall in a non-equilibrium geometry, from OMol25.

The geometry in ORCA input format:
```
! RIJCOSX wB97M-V def2-TZVPD def2/J DEFGRID3
* xyz 1 1
C -2.5982 -2.4624 -2.5537
C -2.8270 -1.8140 -1.1897
C -3.4792 -2.7691 -0.1882
C -3.5904 -0.4925 -1.3558
C -4.9732 -0.4852 -1.5173
C -5.6577 0.7124 -1.7136
C -4.9655 1.9197 -1.7685
C -3.5792 1.9485 -1.6273
C -2.8177 3.2808 -1.7095
C -3.1722 4.2040 -0.5457
C -3.0012 3.9533 -3.0728
C -2.9068 0.7343 -1.4179
N -1.4696 0.7514 -1.2489
N -0.6385 0.4833 -2.2730
N 0.5985 0.4533 -1.7056
C 1.7611 0.4584 -2.5642
C 2.2769 1.6824 -3.0119
C 1.5426 2.9904 -2.7085
C 0.5055 3.2555 -3.7970
C 2.4779 4.1777 -2.4638
C 3.4116 1.6686 -3.8243
C 4.0103 0.4647 -4.1930
C 3.4615 -0.7438 -3.7674
C 2.3264 -0.7654 -2.9556
C 1.6811 -2.0968 -2.5500
C 2.6758 -3.1173 -1.9897
C 0.8723 -2.6727 -3.7131
C 0.5422 0.7999 -0.3585
C 1.7136 0.9846 0.4519
C 1.7256 2.0223 1.4208
C 2.8477 2.2283 2.2177
C 3.9449 1.3687 2.1135
C 3.9449 0.3273 1.1723
C 2.8556 0.1512 0.3321
C -0.7964 0.9581 -0.0345
C -1.4710 1.2347 1.1367
H -2.1053 -1.7534 -3.2323
H -1.9579 -3.3486 -2.4589
H -3.5545 -2.7595 -3.0075
H -1.8444 -1.5451 -0.7796
H -3.6417 -2.2688 0.7727
H -4.4408 -3.1448 -0.5544
H -2.8166 -3.6222 -0.0061
H -5.5037 -1.4364 -1.4840
H -6.7380 0.7024 -1.8398
H -5.4885 2.8639 -1.9207
H -1.7570 3.0188 -1.6106
H -2.9928 3.6958 0.4085
H -2.5475 5.1039 -0.5724
H -4.2260 4.5044 -0.5889
H -2.7001 3.2696 -3.8774
H -4.0483 4.2364 -3.2381
H -2.3735 4.8505 -3.1405
H 0.9967 2.8270 -1.7697
H -0.1815 2.4005 -3.8707
H -0.0818 4.1546 -3.5708
H 0.9953 3.3881 -4.7739
H 3.2092 3.9341 -1.6831
H 3.0166 4.4648 -3.3752
H 1.8993 5.0410 -2.1140
H 3.8136 2.6160 -4.1853
H 4.8918 0.4685 -4.8369
H 3.9070 -1.6935 -4.0678
H 0.9784 -1.8475 -1.7442
H 3.2841 -2.6822 -1.1877
H 2.1304 -3.9678 -1.5624
H 3.3454 -3.4902 -2.7746
H 0.1681 -1.9242 -4.1001
H 1.5390 -2.9698 -4.5347
H 0.2979 -3.5482 -3.3856
H 0.8384 2.6509 1.5028
H 2.8594 3.0602 2.9242
H 4.8132 1.5113 2.7592
H 4.8011 -0.3430 1.0909
H 2.8427 -0.6340 -0.4267
H -0.8681 1.3586 2.0266
H -2.5557 1.2274 1.1252
C 0.3524 -6.5908 3.8506
O 1.3132 -5.6147 3.3833
C 1.1064 -4.3006 3.6473
C 2.1019 -3.4052 3.1850
C 2.0349 -2.0724 3.5053
C 0.9298 -1.5430 4.2258
C 0.9012 -0.1396 4.5228
N 0.3230 0.4294 5.5624
C 0.2280 1.8897 5.6190
C -0.1675 -0.2912 6.7375
C -0.1062 -2.4321 4.6053
C -0.0131 -3.7902 4.3620
H 0.7652 -7.5468 3.5233
H 0.2740 -6.5667 4.9487
H -0.6323 -6.4246 3.3857
H 2.9255 -3.8109 2.6007
H 2.8419 -1.4004 3.2268
H 1.4697 0.5305 3.8691
H -0.4364 2.1585 6.4463
H 1.2169 2.3442 5.7824
H -0.1762 2.2805 4.6758
H -0.0418 0.3692 7.6041
H -1.2427 -0.5072 6.6351
H 0.3792 -1.2289 6.8969
H -0.9889 -2.0366 5.1105
H -0.7940 -4.4641 4.7262
*
```

HOMO-LUMO gap, eV: 4.38
Strongest force on any atom, eV/A: 2.949
Energy, eV: -53484.07826
Highest occupied orbital energy, Ha: -0.3017
Relative energy (zero: lowest compared OMol25 entry of this formula, charge and spin), kJ/mol: 0.00

***

The following is a quantum chemistry calculation of C43H56BN14O3S5SiSr as an isolated structure in a non-equilibrium geometry, from OMol25.

The geometry in ORCA input format:
```
! RIJCOSX wB97M-V def2-TZVPD def2/J DEFGRID3
* xyz -1 1
Sr -0.4118 -0.0310 -0.2241
C 2.7275 -0.9678 -3.7201
C 2.0589 -1.3011 -2.5357
N 1.0925 -0.4314 -2.2654
N 1.1083 0.4707 -3.2772
C 2.0786 0.1674 -4.1561
B 0.0753 1.6233 -3.3993
N 0.2892 2.6720 -2.2724
C 0.5134 3.9900 -2.3925
C 0.5286 4.5485 -1.1303
C 0.2874 3.4654 -0.2757
N 0.1485 2.3382 -0.9674
N -1.3650 1.0689 -3.3046
C -2.3982 1.2971 -4.1317
C -3.5151 0.6712 -3.6197
C -3.0575 0.0595 -2.4444
N -1.7661 0.3072 -2.2582
H 3.5414 -1.4873 -4.1961
H 2.2086 -2.1468 -1.8846
H 2.2278 0.7745 -5.0345
H 0.2266 2.1679 -4.4674
H 0.6292 4.4365 -3.3674
H 0.6793 5.5814 -0.8660
H 0.1778 3.4567 0.7995
H -2.2628 1.8848 -5.0253
H -4.5080 0.6513 -4.0368
H -3.5933 -0.5517 -1.7345
C 2.8449 0.2038 2.6421
C 1.9225 1.3353 3.0373
C 2.3975 2.6330 2.3977
C 1.8852 1.4771 4.5536
O 0.6226 0.9792 2.5149
Si -0.8815 1.5289 3.0047
S -2.2724 0.8512 1.6693
O -1.1752 1.1203 4.5876
C -1.5832 -0.1121 5.1744
C -3.1031 -0.1886 5.1523
C -0.9839 -1.2955 4.4278
C -1.0771 -0.0787 6.6104
O -0.6602 3.1652 3.1004
C -1.4990 4.2016 3.6132
C -2.9685 3.7978 3.6125
C -1.0336 4.5046 5.0317
C -1.2844 5.4025 2.7041
H 3.8635 0.3939 2.9917
H 2.8516 0.1106 1.5578
H 2.4976 -0.7426 3.0588
H 3.3820 2.8963 2.7939
H 1.7022 3.4439 2.6183
H 2.4780 2.5206 1.3144
H 2.8907 1.7011 4.9183
H 1.5439 0.5514 5.0183
H 1.2115 2.2777 4.8629
H -3.4649 -0.1440 4.1240
H -3.5245 0.6511 5.7093
H -3.4451 -1.1202 5.6107
H -1.4099 -1.3621 3.4251
H -1.1989 -2.2237 4.9645
H 0.0998 -1.1780 4.3324
H -1.4811 0.7943 7.1263
H 0.0126 -0.0093 6.6300
H -1.3824 -0.9790 7.1491
H -3.1347 2.9313 4.2568
H -3.2978 3.5345 2.6067
H -3.5724 4.6299 3.9831
H -1.1447 3.6129 5.6517
H -1.6195 5.3176 5.4681
H 0.0197 4.7952 5.0258
H -1.6405 5.1782 1.6968
H -0.2197 5.6420 2.6494
H -1.8213 6.2762 3.0809
C 0.0346 -3.7546 2.1922
C 1.3428 -3.3413 1.6096
N 1.5757 -2.2796 0.8750
C 2.9243 -2.3145 0.5725
C 3.5090 -3.4055 1.1196
N 2.4931 -4.0659 1.7842
C 2.6582 -5.2528 2.5826
N 3.5174 -5.0165 3.7273
N 4.6400 -5.7526 3.8849
N 5.2684 -5.3601 4.9298
C 4.5519 -4.3195 5.4906
C 4.8169 -3.5480 6.6284
C 3.9180 -2.5573 6.9379
C 2.7744 -2.3241 6.1376
C 2.5032 -3.0735 5.0187
C 3.4231 -4.0882 4.7189
H -0.6949 -2.9662 2.0393
H 0.1119 -3.9592 3.2627
H -0.3601 -4.6395 1.6911
H 3.3840 -1.5502 -0.0319
H 4.5220 -3.7707 1.1197
H 3.1377 -6.0467 2.0152
H 1.6765 -5.5885 2.9067
H 5.6979 -3.7316 7.2288
H 4.0825 -1.9364 7.8086
H 2.0952 -1.5262 6.4097
H 1.6346 -2.8737 4.4092
S 5.3378 2.2483 -2.7039
C 5.7843 1.2815 -1.3669
C 4.6932 1.0427 -0.5982
N 3.5141 1.6009 -1.0410
C 3.7179 2.2654 -2.1340
H 6.7973 0.9452 -1.2215
H 4.6965 0.4665 0.3160
H 2.9412 2.7978 -2.6651
S -3.8219 -6.8612 -4.1141
C -3.5168 -5.4573 -3.2546
S -2.3998 -5.4295 -1.9408
C -2.6111 -3.7110 -1.7152
N -3.4541 -3.2095 -2.5614
N -3.9594 -4.1911 -3.4145
C -4.8885 -3.6965 -4.3813
C -4.8571 -2.3359 -4.6848
C -5.7449 -1.8139 -5.6088
C -6.6767 -2.6299 -6.2392
C -6.7066 -3.9784 -5.9235
C -5.8205 -4.5196 -4.9991
S -1.7534 -2.8926 -0.4807
H -4.1334 -1.7024 -4.1942
H -5.7037 -0.7556 -5.8367
H -7.3687 -2.2183 -6.9629
H -7.4291 -4.6325 -6.3961
H -5.8572 -5.5701 -4.7611
*
```

HOMO-LUMO gap, eV: 6.77
Strongest force on any atom, eV/A: 1.501
Energy, eV: -136083.56183
Highest occupied orbital energy, Ha: -0.1800

***

The following is a quantum chemistry calculation of a 16-piece molecular cluster, C43H56Cl30F5N3O2S2 overall in a non-equilibrium geometry, from OMol25.

The geometry in ORCA input format:
```
! RIJCOSX wB97M-V def2-TZVPD def2/J DEFGRID3
* xyz 0 1
N 0.8538 -0.8377 3.6554
C 0.2813 0.1075 3.3368
O -0.1644 1.3187 3.1984
C 0.1585 1.9704 1.9936
C -0.5548 3.1290 1.7576
C -0.3244 3.8816 0.6262
C 0.6824 3.4663 -0.2548
C 1.4187 2.3079 -0.0362
C 1.1289 1.5606 1.1140
N 2.4914 1.8301 -0.8525
C 3.7993 2.2289 -0.2355
C 4.4080 1.0778 0.5914
C 5.1445 1.5661 1.8653
C 5.0094 0.5978 3.0152
F 3.7457 0.5549 3.4923
F 5.8382 1.0255 4.0103
C 5.4722 -0.8478 2.6953
F 4.5487 -1.5549 2.0532
F 6.6228 -0.8586 2.0242
F 5.6933 -1.4766 3.8634
C 2.4129 2.1786 -2.2422
C 1.8111 3.3258 -2.7375
C 1.7854 3.6468 -4.0849
C 2.4100 2.8147 -4.9888
C 3.0238 1.6551 -4.5236
S 3.8477 0.6669 -5.7743
C 3.0292 1.3115 -3.1653
C 3.7248 0.0385 -2.7382
C 2.9393 -1.2071 -3.1717
C 1.4889 -1.2099 -2.6352
N 1.1435 -2.5947 -2.2912
C -0.3124 -2.8629 -2.2145
C -0.6880 -3.2385 -0.7997
C -0.0174 -4.2952 -0.1878
C -0.2734 -4.6718 1.1183
C -1.2399 -3.9896 1.8460
C -1.9330 -2.9488 1.2487
C -1.6668 -2.5763 -0.0619
O -2.4159 -1.5221 -0.5788
S 1.0180 4.4854 -1.6617
H -1.3057 3.4703 2.4595
H -0.8964 4.8018 0.4440
H 1.7024 0.6624 1.3063
H 4.4845 2.4410 -1.0538
H 3.6117 3.1111 0.3805
H 3.6837 0.2970 0.8061
H 5.1622 0.6047 -0.0403
H 4.7896 2.5571 2.1456
H 6.2061 1.6216 1.6293
H 1.3043 4.5605 -4.4102
H 2.4380 3.0533 -6.0408
H 2.8071 0.0785 -6.3884
H 3.8457 -0.0355 -1.6605
H 4.7332 0.0248 -3.1580
H 3.4604 -2.1035 -2.8306
H 2.8733 -1.2918 -4.2526
H 1.3819 -0.5098 -1.7933
H 0.8376 -0.9110 -3.4574
H 1.5818 -2.7769 -1.3977
H -0.5110 -3.6865 -2.9098
H -0.8872 -2.0125 -2.5833
H 0.7462 -4.7929 -0.7751
H 0.2900 -5.4819 1.5661
H -1.4476 -4.2748 2.8682
H -2.7050 -2.4268 1.7998
H -1.7899 -0.8173 -0.7776
C 3.8351 -5.4174 1.0263
Cl 3.4857 -4.0210 0.0027
Cl 3.3488 -6.9304 0.2510
H 4.9015 -5.4531 1.2178
H 3.2915 -5.3057 1.9574
C -3.7877 5.8929 -1.5363
Cl -2.2489 5.1027 -1.1345
Cl -5.1067 4.7292 -1.6636
H -4.0246 6.6042 -0.7538
H -3.6814 6.4022 -2.4870
C 0.7984 4.2545 -8.9732
Cl 2.0053 2.9730 -9.1644
Cl 0.3537 4.4765 -7.2778
H 1.2146 5.1818 -9.3488
H -0.0873 3.9826 -9.5349
C -3.7642 -4.9880 -3.3608
Cl -2.0814 -5.5000 -3.4568
Cl -3.9062 -3.6347 -2.2375
H -4.0992 -4.6735 -4.3412
H -4.3607 -5.8144 -3.0089
C 6.9779 -4.3070 -1.8605
Cl 6.6225 -2.9091 -2.8832
Cl 6.4916 -5.8172 -2.6377
H 8.0445 -4.3407 -1.6721
H 6.4345 -4.2032 -0.9279
C -0.5575 1.2687 -11.6495
Cl -1.3411 -0.2653 -12.0328
Cl -1.6818 2.4097 -10.8922
H 0.2588 1.0833 -10.9613
H -0.1854 1.7095 -12.5666
C -0.9014 -4.6935 6.3943
Cl 0.0014 -3.5269 5.4182
Cl -2.2813 -5.3453 5.5011
H -0.2346 -5.5072 6.6514
H -1.2627 -4.2079 7.2936
C 3.8757 2.4968 6.1672
Cl 5.5900 2.9129 6.1485
Cl 3.2810 2.2171 7.8114
H 3.3136 3.3154 5.7329
H 3.7302 1.5923 5.5915
C -4.4674 -6.8045 -6.6478
Cl -2.7430 -6.4244 -6.5961
Cl -5.1103 -7.1712 -5.0382
H -4.9979 -5.9472 -7.0453
H -4.6193 -7.6680 -7.2840
C -8.8593 5.3800 -0.5726
Cl -7.9937 6.6518 -1.4342
Cl -10.3310 4.8896 -1.4206
H -8.2073 4.5185 -0.4808
H -9.1316 5.7530 0.4074
C -4.9696 -8.1955 4.7209
Cl -4.0900 -7.0203 3.7395
Cl -6.3675 -8.8605 3.8664
H -4.2980 -9.0081 4.9710
H -5.3166 -7.7027 5.6215
C -9.4429 9.9472 0.7559
Cl -8.2267 10.1560 -0.5071
Cl -9.3432 8.3531 1.5133
H -9.2831 10.6991 1.5197
H -10.4262 10.0592 0.3147
C 2.1811 -6.8153 5.9470
Cl 0.7582 -7.8667 6.0312
Cl 2.8376 -6.7064 4.3156
H 1.8964 -5.8153 6.2563
H 2.9397 -7.2113 6.6115
C -7.3901 9.7816 4.6342
Cl -6.2966 10.7241 3.6145
Cl -9.0806 10.0536 4.2024
H -7.1665 8.7293 4.5025
H -7.2436 10.0735 5.6671
C 1.9631 1.1702 11.2436
Cl 0.6556 0.0795 11.7204
Cl 3.2028 1.2945 12.4964
H 2.4204 0.7880 10.3386
H 1.5470 2.1551 11.0677
*
```

HOMO-LUMO gap, eV: 8.21
Strongest force on any atom, eV/A: 1.370
Energy, eV: -464994.24149
Highest occupied orbital energy, Ha: -0.2958
Relative energy (zero: lowest compared OMol25 entry of this formula, charge and spin), kJ/mol: 0.00